Record 1
DFT (wB97M-V/def2-TZVPD) results for a structure of composition C18H34IrN5O9P2 at a distorted geometry.

Properties
E_HOMO: -7.7 eV

Cartesian coordinates (Å):
Ir -0.2108 -0.2860 0.0236
O -2.0725 3.5460 4.1470
C -1.7131 2.6209 3.2324
C -1.3398 1.3263 3.5861
C -0.9934 0.4523 2.5852
N -1.0205 0.8380 1.3061
C -1.3532 2.0873 0.9465
C -1.7133 3.0118 1.8948
C -1.2704 2.3360 -0.5401
O -1.5880 3.4173 -0.9960
O -0.8357 1.3064 -1.1868
C -0.5643 -0.9836 2.7652
O -0.4057 -1.4511 3.8764
O -0.4551 -1.5888 1.6286
H -2.0685 3.1564 5.0291
H -1.3079 0.9766 4.6107
H -1.9886 4.0104 1.5864
C 2.0963 -2.8287 1.4566
N 3.2056 -1.9521 1.0442
C 3.9262 -2.4871 -0.1124
P 3.0375 -0.3340 1.2495
O 1.6633 0.2266 1.4448
O 3.7956 0.2610 -0.0615
P 3.0459 0.7141 -1.4327
O 1.7131 0.0800 -1.5506
N 4.1190 0.3064 -2.5985
C 3.5608 -0.1266 -3.8811
C 5.4797 -0.1487 -2.3577
N 2.9982 2.3488 -1.3894
C 1.9829 2.9852 -0.5532
C 4.2570 3.0861 -1.4152
N 3.9783 0.1055 2.5084
C 3.7431 1.3847 3.1738
C 5.3596 -0.3525 2.5583
H 2.5049 -3.8261 1.6250
H 1.3203 -2.8846 0.6932
H 1.6425 -2.4798 2.3787
H 4.2454 -3.5019 0.1271
H 4.8111 -1.8975 -0.3316
H 3.2919 -2.5244 -1.0053
H 2.5507 0.2550 -4.0080
H 3.5261 -1.2179 -3.9421
H 4.1829 0.2554 -4.6923
H 5.8409 0.1871 -1.3887
H 6.1381 0.2597 -3.1276
H 5.5475 -1.2404 -2.3973
H 1.0927 2.3717 -0.5574
H 1.7301 3.9596 -0.9707
H 2.3340 3.1118 0.4779
H 4.9444 2.6458 -2.1344
H 4.7342 3.1091 -0.4276
H 4.0542 4.1123 -1.7222
H 2.6976 1.6646 3.0800
H 4.3697 2.1789 2.7526
H 3.9807 1.2811 4.2334
H 5.4394 -1.3530 2.1369
H 5.6849 -0.3989 3.5983
H 6.0298 0.3225 2.0141
C -3.4105 -1.0878 -1.6247
C -2.4910 -1.9169 -0.7493
C -2.6281 -3.4073 -0.9927
O -1.1312 -1.5675 -0.9956
H -4.4583 -1.2916 -1.3892
H -3.2369 -1.3170 -2.6787
H -3.2165 -0.0241 -1.4748
H -2.7301 -1.7233 0.3007
H -2.3645 -3.6453 -2.0261
H -3.6569 -3.7275 -0.8133
H -1.9679 -3.9617 -0.3250

---

Record 2
DFT (wB97M-V/def2-TZVPD) results for a structure of composition C18H34N2O3PRhSTe.

Properties
multiplicity: 5
E_HOMO (alpha / beta): -13.9 / -14.7 eV
charge: +2

Cartesian coordinates (Å):
Rh 0.1793 0.3869 -0.9395
C -1.7720 2.1821 -2.5895
C -0.7264 3.2231 -2.2486
N 0.0863 2.7492 -1.1163
C 1.4414 3.3035 -1.0456
C 2.3454 2.7520 -2.1504
S 2.0176 1.0130 -2.5755
C 1.0003 1.1374 -4.0956
C -0.4411 0.6121 -4.0187
N -1.1563 0.8466 -2.7455
H -2.3055 2.4726 -3.4971
H -2.4975 2.1138 -1.7775
H -1.2132 4.1722 -2.0214
H -0.0732 3.3969 -3.1016
H -0.4063 2.9439 -0.2494
H 1.8521 3.0378 -0.0738
H 1.4319 4.3943 -1.1165
H 3.3831 2.7788 -1.8242
H 2.2828 3.3223 -3.0759
H 1.5313 0.5514 -4.8431
H 1.0435 2.1752 -4.4171
H -0.4312 -0.4623 -4.1804
H -0.9943 1.0577 -4.8488
H -1.8982 0.1592 -2.6878
Te 0.9490 -2.1068 -2.0780
C 0.4282 -3.9594 -1.3297
C -0.6080 -4.1401 -0.4084
C -0.8967 -5.4178 0.0366
C -0.1556 -6.5015 -0.4275
C 0.8724 -6.3161 -1.3440
C 1.1711 -5.0436 -1.8042
H -1.1887 -3.2956 -0.0555
H -1.7026 -5.5722 0.7427
H -0.3848 -7.4981 -0.0722
H 1.4415 -7.1629 -1.7056
H 1.9671 -4.8964 -2.5235
C 0.9149 2.8519 4.1538
C 1.5190 1.5563 3.6795
O 0.5020 0.7046 3.0521
P 0.2265 0.6598 1.5039
O -1.2825 1.1378 1.2676
C -2.3990 0.8005 2.1729
C -2.8106 2.0217 2.9536
O 0.0263 -0.9362 1.2283
C 0.8985 -1.9497 1.8392
C 0.2259 -2.5576 3.0439
H 1.6939 3.4582 4.6183
H 0.1374 2.6715 4.8967
H 0.4872 3.4196 3.3237
H 1.9075 0.9701 4.5058
H 2.3300 1.7271 2.9699
H -2.0871 -0.0159 2.8232
H -3.1991 0.4437 1.5300
H -2.0600 2.2860 3.7003
H -3.7525 1.8230 3.4678
H -2.9587 2.8732 2.2872
H 1.8589 -1.4989 2.0921
H 1.0657 -2.6975 1.0696
H 0.0948 -1.8231 3.8387
H 0.8405 -3.3766 3.4211
H -0.7520 -2.9589 2.7701

---

Record 3
DFT (wB97M-V/def2-TZVPD) results for a cluster of 3 separate species, C18H34N2O8 in total at a distorted geometry.

Properties
structure (SMILES): O=C(O)Nc1ccncc1.COCCOCCOC.COCCOCCOC
E_HOMO: -8.9 eV

Cartesian coordinates (Å):
O 3.1536 2.3117 1.0753
C 2.7063 3.0389 0.1528
O 3.2961 4.3500 0.0416
N 1.6464 2.5568 -0.7908
C 0.4213 3.3419 -0.5270
C 0.0599 4.7148 -1.1337
C -1.2453 5.3873 -0.7451
N -2.2815 4.9947 0.1464
C -1.9155 3.7164 0.6542
C -0.6928 2.8473 0.4162
H 2.6182 5.0351 0.2720
H 2.0464 2.7668 -1.7248
H 0.7720 5.2170 -1.8724
H -1.4450 6.4038 -1.2579
H -2.7038 3.2673 1.3703
H -0.5849 1.8416 0.9469
C 2.2133 0.5679 3.4096
O 1.3577 -0.5506 3.2690
C 2.0623 -1.7859 3.2222
C 1.3650 -2.8569 4.0580
O 1.4329 -2.6570 5.4703
C 0.6899 -1.5626 6.0114
C -0.8287 -1.7039 5.9091
O -1.2663 -1.5354 4.5653
C -2.3191 -2.4058 4.1996
H 2.6906 0.8031 2.4545
H 1.6042 1.4242 3.7154
H 2.9719 0.4075 4.1835
H 3.0938 -1.6705 3.5770
H 2.0900 -2.1073 2.1754
H 1.8836 -3.8034 3.8744
H 0.3360 -3.0133 3.7351
H 1.0354 -0.6171 5.5941
H 0.9465 -1.5373 7.0750
H -1.3046 -0.9183 6.5070
H -1.1287 -2.6789 6.3068
H -2.1403 -3.4246 4.5584
H -2.3658 -2.4388 3.1094
H -3.2714 -2.0292 4.5863
C -2.3187 -3.2374 -5.5408
O -1.1144 -2.5847 -5.1957
C -0.6696 -1.6747 -6.1960
C -0.1617 -0.3731 -5.5796
O -1.1731 0.4580 -5.0092
C -1.8102 -0.0115 -3.8187
C -0.9034 -0.0828 -2.5907
O 0.0217 -1.1582 -2.7031
C 1.3083 -0.8502 -2.2034
H -2.1264 -4.0322 -6.2686
H -2.7316 -3.6881 -4.6335
H -3.0646 -2.5380 -5.9328
H -1.4699 -1.4439 -6.9098
H 0.1490 -2.1598 -6.7385
H 0.2789 0.2204 -6.3873
H 0.6437 -0.5520 -4.8675
H -2.3180 -0.9585 -3.9998
H -2.5965 0.7189 -3.6046
H -1.5153 -0.2718 -1.7013
H -0.3880 0.8754 -2.4657
H 1.6339 0.1456 -2.5214
H 2.0123 -1.5782 -2.6113
H 1.3140 -0.9207 -1.1114

---

Record 4
DFT (wB97M-V/def2-TZVPD) results for a structure of composition C18H34O15SiTa at a distorted geometry.

Properties
E_HOMO: -4.6 eV
charge: -1

Cartesian coordinates (Å):
C 0.6476 2.0392 1.2966
Si -0.1532 3.7402 1.0594
C 0.5067 4.3395 -0.6143
C 0.6596 4.9058 2.3214
Ta -2.8393 3.8418 1.1620
H 0.1291 1.3093 0.6741
H 1.7018 2.0619 1.0043
H 0.5926 1.7008 2.3322
H -0.1128 5.1495 -0.9978
H 0.4721 3.5324 -1.3483
H 1.5404 4.6957 -0.5549
H 1.7056 4.6304 2.4876
H 0.6294 5.9129 1.9030
H 0.1364 4.9116 3.2760
H -2.9441 4.0536 3.0195
H -2.5357 5.6851 1.1452
H -2.8102 3.8427 -0.6881
H -2.8715 1.9923 1.3562
H -4.7055 4.0290 0.9602
C -0.6137 -2.1123 -1.7850
C 0.1672 -1.4057 -2.8852
O -0.5917 -0.2143 -3.0819
C -1.2906 0.0547 -1.9410
O -1.8634 1.0635 -1.7157
O -1.2113 -1.0070 -1.1013
H 0.0015 -2.6724 -1.0871
H -1.3935 -2.7572 -2.1878
H 1.1713 -1.1263 -2.5561
H 0.2152 -1.9599 -3.8180
C 4.6455 5.2582 2.4668
C 4.1400 6.4780 3.2253
O 5.2809 7.3489 3.1766
C 6.0548 7.0004 2.1253
O 6.9850 7.6274 1.7306
O 5.6273 5.8355 1.5938
H 3.8869 4.7541 1.8774
H 5.1478 4.5436 3.1205
H 3.3018 6.9573 2.7205
H 3.8805 6.2838 4.2609
C 2.9869 -5.5094 -2.3646
C 3.2985 -5.0968 -3.7963
O 1.9886 -5.0264 -4.3792
C 1.0835 -4.8385 -3.3960
O -0.0656 -4.5807 -3.5667
O 1.6648 -4.9745 -2.1863
H 3.6508 -5.0852 -1.6184
H 2.9472 -6.5888 -2.2394
H 3.7562 -4.1088 -3.8561
H 3.8959 -5.8166 -4.3466
C -6.9899 2.2637 1.0660
C -7.3970 3.5499 1.7677
O -8.8374 3.4834 1.7035
C -9.2057 2.1968 1.5569
O -10.3294 1.8015 1.6368
O -8.1363 1.4191 1.3116
H -6.0948 1.8035 1.4677
H -6.8778 2.3956 -0.0093
H -7.0967 3.5617 2.8150
H -7.0396 4.4441 1.2729
C 1.6885 -10.7196 -0.5723
C 1.1344 -9.3255 -0.3024
O 2.3058 -8.5123 -0.4520
C 3.1973 -9.1653 -1.2296
O 4.1834 -8.6720 -1.6758
O 2.8011 -10.4381 -1.4328
H 1.0022 -11.3842 -1.0869
H 2.0640 -11.1982 0.3325
H 0.4006 -9.0171 -1.0473
H 0.7302 -9.1857 0.6947